Formula: C3H3NO
Source: the OMol25 dataset
Level of theory: ωB97M-V/def2-TZVPD

Output
Max |F| in eV/A: 3.8
ΔE to the lowest compared entry with this formula, charge and spin in kJ/mol: 405.9
Molecular weight in g mol⁻¹: 69.063
DFT total energy in eV: -6692.2848
HOMO energy in eV: -8.891
LUMO level in eV: -0.35

The geometry in XYZ format:
```
8
C3H3NO ωB97M-V/def2-TZVPD
C -0.94 -0.04 -0.91
C 0.81 0.74 0.95
C -0.18 -1.28 -1.06
N 0.20 -0.08 0.04
O -1.68 0.78 -1.33
H 1.58 0.38 1.67
H 0.52 1.76 1.25
H -0.30 -2.26 -0.61
```

natural (NBO) population analysis, charges in e, atoms 1 to 4: number 1, C, carries 0.60; number 2, C, carries -0.08; number 3, C, carries -0.22; number 4, N, carries -0.38